## P
4 unconnected molecules or ions with the total composition C2H14NO3, computed with the ωB97M-V functional and the def2-TZVPD basis.

Computed properties:
Kohn-Sham gap (eV): 12.66
LUMO level (eV): -2.84

```
! wB97M-V def2-TZVPD RIJCOSX def2/J DEFGRID3
* xyz 1 1
H -0.38 2.25 2.17
H -2.00 0.22 -2.01
H -0.71 -1.84 -0.47
O 2.21 0.89 0.01
H 1.73 1.17 0.81
H -1.05 -1.51 2.75
H -1.72 0.76 -0.31
H 0.47 -1.48 2.74
O -0.30 -1.30 2.18
H 0.67 0.34 -0.64
H -0.66 -1.82 -2.23
H -1.12 1.73 -1.65
C -1.33 0.72 -1.33
C -0.13 -1.52 -1.33
H 0.86 -1.94 -1.23
H 0.38 0.21 -2.22
N -0.02 -0.03 -1.31
O 0.14 1.56 1.75
H -0.17 0.71 2.09
H 3.14 0.90 0.25
*
```

***

## Q
4 unconnected molecules or ions with the total composition C2H14NO3, computed with the ωB97M-V functional and the def2-TZVPD basis.

Computed properties:
Kohn-Sham gap (eV): 11.98
LUMO level (eV): -2.98

```
! wB97M-V def2-TZVPD RIJCOSX def2/J DEFGRID3
* xyz 1 1
H 3.43 -2.05 1.89
H -1.14 -1.83 0.76
N 0.58 -0.12 -0.60
H 1.24 -0.66 -0.07
H -0.19 -1.03 2.14
H 1.07 0.67 -0.91
O -0.58 3.36 0.29
H 0.16 -0.57 -1.45
C -0.88 -0.88 1.25
H -1.37 0.60 -0.33
H -0.33 -0.30 -3.58
H -0.36 1.10 1.01
H -1.93 -0.79 1.64
O 2.62 -1.67 1.56
C -0.52 0.31 0.31
H -1.17 -1.52 -3.36
O -0.78 -0.82 -2.95
H 2.00 -1.46 2.29
H -1.22 3.93 0.73
H -0.64 3.76 -0.64
*
```

***

## R
4 unconnected molecules or ions with the total composition C2H14NO3, computed with the ωB97M-V functional and the def2-TZVPD basis.

Computed properties:
Kohn-Sham gap (eV): 11.75
LUMO level (eV): -3.07

```
! wB97M-V def2-TZVPD RIJCOSX def2/J DEFGRID3
* xyz 1 1
H -0.68 0.38 1.19
H -2.50 0.16 3.32
O 1.10 -2.80 0.15
H 0.50 2.14 -3.22
H 1.78 -3.29 -0.33
H 0.86 2.00 1.06
H -2.71 -1.02 2.35
H -0.71 2.45 -2.32
H 2.27 1.18 0.24
C 1.12 1.30 0.27
H -1.20 -1.16 -0.65
H 0.87 -3.17 0.89
O 0.03 1.84 -2.47
H 0.76 -0.64 0.89
H -0.63 0.23 -1.62
C 0.14 0.20 0.48
H 0.49 -0.95 -1.25
N -0.31 -0.48 -0.80
H 1.14 1.80 -0.65
O -2.33 -0.17 2.44
*
```

***

Most stable to least stable, the ends of the list are P and R.

***

## P
A single C3H5NO3 molecule, computed with the ωB97M-V functional and the def2-TZVPD basis.

Computed properties:
Kohn-Sham gap (spin up / spin down) (eV): 9.17 / 7.83
Expectation value of S²: 2.014
LUMO level (spin up / spin down) (eV): 0.66 / -3.03

```
! wB97M-V def2-TZVPD RIJCOSX def2/J DEFGRID3
* xyz 0 3
N 0.67 0.99 1.77
O 0.00 0.31 2.52
H -0.36 -1.01 0.69
C -0.32 -1.07 -1.50
O 1.65 1.65 2.09
H 0.07 -0.42 -2.36
C 0.49 0.82 0.33
H 0.28 -1.95 -1.37
O -1.42 0.62 0.09
C -0.45 -0.35 -0.08
H 0.77 1.60 -0.39
H -1.38 -1.18 -1.78
*
```

***

## Q
2 unconnected molecules or ions with the total composition C3H5NO3, computed with the ωB97M-V functional and the def2-TZVPD basis.

Computed properties:
Kohn-Sham gap (spin up / spin down) (eV): 4.27 / 7.88
Expectation value of S²: 2.014
LUMO level (spin up / spin down) (eV): 0.55 / -2.54

```
! wB97M-V def2-TZVPD RIJCOSX def2/J DEFGRID3
* xyz 0 3
H -1.18 -0.59 -0.29
O 2.42 -0.98 -1.82
C 0.21 1.33 0.68
O 1.09 0.11 0.51
H -1.60 -0.79 1.21
N -1.65 -0.13 0.51
H 2.07 0.19 0.75
H -2.63 0.17 0.13
C -1.08 1.27 0.77
H 0.87 2.15 0.81
C 1.29 -1.22 -1.62
O 0.20 -1.51 -1.64
*
```

***

Most stable to least stable, the ends of the list are Q and P.

***

## P
2 unconnected molecules or ions with the total composition CH7NO, computed with the ωB97M-V functional and the def2-TZVPD basis.

Computed properties:
Kohn-Sham gap (eV): 10.26
LUMO level (eV): 0.91

```
! wB97M-V def2-TZVPD RIJCOSX def2/J DEFGRID3
* xyz 0 1
C -1.24 -0.54 0.00
O 2.27 -0.38 0.08
N -0.29 0.64 0.08
H -1.63 -1.13 1.05
H -0.49 -1.33 -0.45
H 1.47 0.14 -0.44
H -0.33 1.21 -0.70
H -0.26 1.17 1.03
H -2.29 -0.25 -0.58
H 2.80 0.45 -0.05
*
```

***

## Q
2 unconnected molecules or ions with the total composition CH7NO, computed with the ωB97M-V functional and the def2-TZVPD basis.

Computed properties:
Kohn-Sham gap (eV): 9.74
LUMO level (eV): 0.66

```
! wB97M-V def2-TZVPD RIJCOSX def2/J DEFGRID3
* xyz 0 1
H 0.63 -1.01 0.86
H 1.16 -1.14 -0.90
N 0.81 0.96 -0.10
C 1.21 -0.49 0.04
H -2.42 0.71 -0.42
H 0.79 1.37 0.89
O -2.05 0.01 0.17
H -0.16 0.91 -0.44
H 2.24 -0.51 0.31
H -2.22 -0.81 -0.41
*
```

***

Most stable to least stable, the ends of the list are Q and P.